# 1
The following is a quantum chemistry calculation of a structure of composition C33H53KN2O7P2SSi, from the Open Molecules 2025 dataset.

CARTESIAN COORDINATES (ANGSTROEM)
K (-0.146, 0.270, -0.262)
C (2.939, -3.356, -2.573)
C (3.148, -2.788, -1.191)
C (4.593, -2.702, -0.758)
O (2.481, -1.501, -1.103)
P (2.870, -0.043, -1.495)
O (1.686, 0.808, -1.731)
C (3.805, 0.671, -0.123)
P (2.709, 1.083, 1.250)
O (1.669, 0.042, 1.389)
O (3.578, 1.290, 2.555)
C (3.536, 0.312, 3.642)
C (4.338, -0.905, 3.250)
C (4.059, 1.029, 4.861)
O (2.232, 2.522, 0.855)
C (1.456, 3.444, 1.700)
C (0.489, 2.724, 2.607)
C (2.421, 4.353, 2.423)
O (3.867, -0.215, -2.703)
C (4.195, 0.933, -3.554)
C (3.642, 0.632, -4.926)
C (5.693, 1.110, -3.504)
H (3.268, -4.396, -2.588)
H (3.502, -2.804, -3.325)
H (1.881, -3.337, -2.831)
H (2.585, -3.383, -0.467)
H (5.186, -2.076, -1.426)
H (5.023, -3.705, -0.781)
H (4.686, -2.330, 0.261)
H (4.277, 1.588, -0.480)
H (4.573, -0.024, 0.218)
H (2.486, 0.040, 3.777)
H (5.377, -0.637, 3.054)
H (3.915, -1.388, 2.369)
H (4.321, -1.638, 4.058)
H (5.095, 1.336, 4.725)
H (4.009, 0.371, 5.728)
H (3.460, 1.913, 5.075)
H (0.896, 4.003, 0.949)
H (0.994, 2.099, 3.346)
H (-0.223, 2.103, 2.065)
H (-0.085, 3.475, 3.152)
H (3.034, 3.796, 3.130)
H (1.852, 5.100, 2.977)
H (3.072, 4.872, 1.723)
H (3.685, 1.806, -3.135)
H (4.095, -0.275, -5.326)
H (3.858, 1.453, -5.609)
H (2.563, 0.498, -4.884)
H (6.199, 0.224, -3.888)
H (6.039, 1.291, -2.488)
H (5.988, 1.962, -4.117)
C (-1.347, 3.304, -0.835)
Si (-2.795, 2.628, 0.198)
C (-2.917, 3.624, 1.809)
C (-4.328, 3.019, -0.814)
N (-2.482, 0.986, 0.447)
C (-3.243, 0.029, 0.979)
C (-4.514, 0.233, 1.581)
C (-5.261, -0.770, 2.172)
C (-4.818, -2.085, 2.182)
C (-3.567, -2.355, 1.619)
C (-2.826, -1.346, 1.052)
O (-1.516, -1.615, 0.619)
C (-1.202, -2.839, 0.069)
C (-0.175, -3.559, 0.657)
C (0.219, -4.759, 0.076)
C (-0.406, -5.219, -1.074)
C (-1.428, -4.472, -1.650)
C (-1.838, -3.274, -1.087)
H (-1.160, 4.363, -0.654)
H (-1.577, 3.184, -1.895)
H (-0.404, 2.775, -0.666)
H (-2.194, 4.440, 1.851)
H (-2.748, 2.985, 2.676)
H (-3.907, 4.070, 1.917)
H (-4.423, 4.100, -0.939)
H (-5.247, 2.655, -0.355)
H (-4.246, 2.561, -1.799)
H (-4.902, 1.246, 1.598)
H (-6.213, -0.513, 2.625)
H (-5.391, -2.875, 2.648)
H (-3.156, -3.357, 1.650)
H (0.297, -3.166, 1.546)
H (1.011, -5.338, 0.534)
H (-0.099, -6.154, -1.523)
H (-1.905, -4.819, -2.558)
H (-2.592, -2.652, -1.554)
S (-3.696, -0.457, -2.840)
C (-5.217, -0.484, -2.151)
N (-5.547, -1.368, -1.169)
C (-6.772, -1.498, -0.606)
C (-7.797, -0.698, -0.991)
C (-7.518, 0.286, -1.974)
C (-6.283, 0.394, -2.527)
H (-4.784, -1.909, -0.773)
H (-6.835, -2.248, 0.166)
H (-8.769, -0.805, -0.539)
H (-8.298, 0.964, -2.294)
H (-6.058, 1.140, -3.274)

Results
HOMO level = -0.2147 Ha
LUMO energy = 0.22 eV
energy above the lowest of the compared OMol25 structures with the same formula, charge and spin = 0.0 kcal per mole

***

# 2
The following is a quantum chemistry calculation of a structure of composition C33H53N2O2P2PbS, from the Open Molecules 2025 dataset.

CARTESIAN COORDINATES (ANGSTROEM)
C (-1.630, -1.346, -2.364)
C (0.612, -1.891, -2.049)
C (-1.793, -2.355, -3.315)
C (0.453, -3.045, -2.869)
C (-0.748, -3.261, -3.513)
H (-2.737, -2.412, -3.853)
H (1.327, -3.651, -3.086)
H (-0.871, -4.095, -4.198)
N (-0.527, -1.244, -1.618)
P (-2.945, 0.106, -0.379)
P (2.836, -0.426, -0.747)
C (-2.702, -0.268, -2.163)
H (-2.386, 0.661, -2.671)
H (-3.637, -0.579, -2.649)
C (0.293, 2.742, 1.785)
O (0.836, 3.720, 2.015)
C (1.936, -1.371, -1.923)
H (2.634, -2.079, -2.391)
C (4.257, 0.193, -1.877)
C (3.464, -1.336, 0.887)
C (-3.766, 1.793, -0.429)
C (-4.021, -1.344, 0.194)
C (4.341, 1.707, -1.633)
H (4.585, 1.944, -0.589)
H (5.131, 2.125, -2.274)
H (3.397, 2.204, -1.883)
C (5.596, -0.485, -1.578)
H (5.961, -0.314, -0.560)
H (5.552, -1.563, -1.778)
H (6.350, -0.071, -2.265)
C (3.957, -0.070, -3.357)
H (4.727, 0.434, -3.960)
H (3.997, -1.137, -3.606)
H (2.983, 0.324, -3.650)
C (4.330, -0.339, 1.679)
H (3.748, 0.548, 1.969)
H (4.684, -0.830, 2.601)
H (5.217, 0.000, 1.128)
C (2.260, -1.748, 1.747)
H (1.723, -0.883, 2.167)
H (1.551, -2.378, 1.190)
H (2.623, -2.335, 2.608)
C (4.244, -2.599, 0.518)
H (5.165, -2.391, -0.036)
H (4.537, -3.112, 1.448)
H (3.623, -3.290, -0.068)
C (-4.740, -0.962, 1.498)
H (-5.286, -1.846, 1.862)
H (-4.031, -0.667, 2.284)
H (-5.477, -0.162, 1.357)
C (-3.090, -2.542, 0.467)
H (-2.543, -2.845, -0.435)
H (-2.367, -2.332, 1.269)
H (-3.711, -3.394, 0.785)
C (-5.041, -1.756, -0.876)
H (-5.702, -2.518, -0.436)
H (-5.672, -0.922, -1.208)
H (-4.557, -2.211, -1.749)
C (-2.916, 2.752, -1.290)
H (-2.997, 2.519, -2.360)
H (-3.301, 3.773, -1.147)
H (-1.853, 2.749, -1.004)
C (-3.844, 2.340, 1.008)
H (-2.846, 2.487, 1.446)
H (-4.344, 3.318, 0.975)
H (-4.419, 1.688, 1.676)
C (-5.166, 1.650, -1.036)
H (-5.136, 1.229, -2.050)
H (-5.839, 1.046, -0.413)
H (-5.607, 2.655, -1.110)
Pb (-0.456, 0.249, 0.712)
N (0.933, 1.195, -1.086)
C (1.124, 0.964, -2.262)
C (0.915, 1.601, -3.560)
C (0.669, 2.976, -3.463)
C (1.011, 1.001, -4.835)
C (0.598, 3.776, -4.605)
H (0.566, 3.426, -2.471)
C (0.946, 1.804, -5.977)
H (1.161, -0.076, -4.914)
C (0.753, 3.188, -5.867)
H (0.427, 4.852, -4.498)
H (1.056, 1.357, -6.966)
H (0.724, 3.816, -6.759)
C (-1.476, -2.437, 5.082)
S (-1.733, -0.852, 4.275)
C (-0.470, 0.128, 5.097)
O (-1.208, -1.059, 2.851)
H (-2.056, -2.432, 6.012)
H (-0.407, -2.571, 5.288)
H (-1.844, -3.224, 4.414)
H (0.055, 0.740, 4.355)
H (-0.992, 0.767, 5.819)
H (0.223, -0.541, 5.620)

Results
HOMO level (alpha / beta) = -0.3093 / -0.3093 Ha
total charge = +1
LUMO energy (alpha / beta) = -2.96 / -2.96 eV
energy above the lowest of the compared OMol25 structures with the same formula, charge and spin = 20.8 kcal per mole

***

# 3
The following is a quantum chemistry calculation of a cluster of 8 separate species, C33H53N7O5SSi in total, from the Open Molecules 2025 dataset.

CARTESIAN COORDINATES (ANGSTROEM)
C (0.650, -3.662, 1.569)
C (0.836, -3.129, 0.052)
C (-0.506, -3.196, -0.799)
C (-1.312, -1.837, -0.877)
O (-0.876, -0.976, -1.994)
C (-1.073, 0.341, -1.495)
C (-0.005, 1.145, -1.097)
C (1.440, 0.554, -1.267)
C (2.507, 1.098, -0.227)
O (3.878, 0.746, -0.633)
Si (4.992, 1.818, 0.148)
C (5.535, 3.304, -0.921)
C (4.265, 2.577, 1.777)
C (6.603, 0.850, 0.611)
C (-0.362, 2.557, -0.521)
O (0.380, 3.528, -0.622)
C (-1.773, 2.767, 0.194)
S (-1.931, 4.017, 1.531)
C (-2.850, 2.003, -0.223)
C (-4.326, 2.106, 0.344)
C (-4.549, 1.286, 1.692)
C (-5.289, 2.145, 2.833)
O (-4.787, 3.494, 2.915)
C (-4.353, 3.831, 4.245)
C (-2.544, 0.934, -1.381)
O (-3.445, 0.627, -2.169)
H (0.800, -2.779, 2.268)
H (1.491, -4.395, 1.752)
H (-0.376, -4.134, 1.689)
H (1.299, -2.102, 0.132)
H (1.614, -3.781, -0.473)
H (-1.187, -3.943, -0.268)
H (-0.321, -3.560, -1.864)
H (-1.098, -1.243, 0.068)
H (-2.437, -1.980, -0.932)
H (1.808, 0.881, -2.300)
H (1.465, -0.582, -1.305)
H (2.463, 2.237, -0.286)
H (2.348, 0.697, 0.817)
H (5.183, 4.293, -0.477)
H (6.677, 3.333, -0.911)
H (5.216, 3.264, -2.003)
H (3.811, 3.577, 1.489)
H (5.091, 2.774, 2.524)
H (3.458, 1.932, 2.230)
H (7.406, 1.641, 0.722)
H (6.443, 0.292, 1.578)
H (6.880, 0.189, -0.264)
H (-1.820, 3.364, 2.755)
H (-4.993, 1.617, -0.442)
H (-4.671, 3.186, 0.394)
H (-3.611, 0.806, 2.109)
H (-5.268, 0.427, 1.466)
H (-6.389, 2.243, 2.530)
H (-5.297, 1.604, 3.832)
H (-3.878, 2.930, 4.748)
H (-5.210, 4.264, 4.853)
H (-3.577, 4.657, 4.159)
C (-0.379, -5.263, 5.139)
C (-0.775, -3.910, 4.660)
N (-1.092, -2.851, 4.298)
H (0.062, -5.190, 6.133)
H (-1.254, -5.911, 5.183)
H (0.353, -5.698, 4.457)
C (-2.402, 2.341, -4.979)
C (-1.712, 2.533, -6.284)
N (-1.178, 2.682, -7.298)
H (-3.381, 2.820, -5.000)
H (-2.533, 1.277, -4.781)
H (-1.808, 2.781, -4.177)
C (-6.337, 4.671, -5.004)
C (-5.547, 4.317, -3.793)
N (-4.928, 4.038, -2.849)
H (-5.736, 4.508, -5.899)
H (-7.231, 4.050, -5.057)
H (-6.633, 5.719, -4.960)
C (-0.687, -5.467, 9.693)
C (0.503, -5.719, 8.834)
N (1.426, -5.915, 8.168)
H (-1.592, -5.475, 9.085)
H (-0.764, -6.241, 10.457)
H (-0.593, -4.495, 10.180)
C (3.448, -2.926, -3.256)
C (3.742, -1.702, -2.457)
N (3.972, -0.747, -1.831)
H (3.751, -2.774, -4.292)
H (3.993, -3.777, -2.846)
H (2.378, -3.142, -3.226)
C (-0.407, -0.133, -9.636)
C (-0.751, -0.623, -10.999)
N (-1.018, -1.004, -12.056)
H (-0.240, 0.944, -9.659)
H (-1.222, -0.351, -8.946)
H (0.499, -0.626, -9.282)
C (5.644, -2.566, 3.066)
C (4.552, -1.574, 2.875)
N (3.705, -0.804, 2.727)
H (6.197, -2.338, 3.978)
H (5.224, -3.569, 3.145)
H (6.328, -2.532, 2.217)

Results
HOMO level = -0.3036 Ha
SMILES string = CCCCOC1=C(CCO[Si](C)(C)C)C(=O)C(S)=C(CCCOC)C1=O.CC#N.CC#N.CC#N.CC#N.CC#N.CC#N.CC#N
LUMO energy = -0.69 eV

***

# 4
The following is a quantum chemistry calculation of a structure of composition C33H55AsCuN8O4PSe2Si2, from the Open Molecules 2025 dataset.

CARTESIAN COORDINATES (ANGSTROEM)
Cu (-0.710, 0.520, 0.160)
C (1.802, 0.925, 4.784)
N (1.816, 0.890, 3.339)
C (2.619, 1.636, 2.513)
C (2.308, 1.265, 1.241)
N (1.344, 0.296, 1.266)
C (1.061, 0.095, 2.530)
P (-0.269, -1.009, 3.115)
C (-1.687, 0.133, 3.023)
N (-2.128, 0.699, 1.927)
C (-3.196, 1.467, 2.276)
C (-3.412, 1.351, 3.620)
N (-2.449, 0.497, 4.099)
C (-2.270, 0.110, 5.481)
C (-0.547, -1.933, 1.558)
N (-1.012, -1.435, 0.421)
C (-1.159, -2.492, -0.433)
C (-0.780, -3.643, 0.197)
N (-0.398, -3.283, 1.462)
C (0.157, -4.176, 2.461)
H (2.399, 1.771, 5.117)
H (2.215, 0.008, 5.207)
H (0.785, 1.061, 5.151)
H (3.287, 2.386, 2.899)
H (2.662, 1.675, 0.310)
H (-3.681, 2.089, 1.541)
H (-4.138, 1.803, 4.275)
H (-3.165, 0.382, 6.036)
H (-1.416, 0.620, 5.930)
H (-2.117, -0.965, 5.561)
H (-1.513, -2.349, -1.440)
H (-0.754, -4.668, -0.131)
H (-0.114, -5.197, 2.202)
H (-0.246, -3.936, 3.442)
H (1.244, -4.093, 2.495)
C (2.210, 0.568, -6.391)
C (3.155, -0.349, -5.613)
C (3.793, 0.296, -4.380)
C (2.857, 0.488, -3.190)
N (1.865, 1.529, -3.366)
C (0.518, 1.341, -3.438)
Se (-0.320, -0.297, -3.398)
N (-0.051, 2.560, -3.565)
C (-1.480, 2.841, -3.459)
C (-2.030, 3.473, -4.734)
C (-1.937, 2.591, -5.978)
C (-2.866, 1.381, -5.934)
C (0.929, 3.540, -3.481)
C (0.849, 4.921, -3.450)
C (2.040, 5.622, -3.343)
C (3.268, 4.963, -3.251)
C (3.342, 3.577, -3.257)
C (2.148, 2.885, -3.375)
H (2.010, 0.163, -7.385)
H (2.642, 1.565, -6.512)
H (1.250, 0.667, -5.885)
H (3.962, -0.673, -6.277)
H (2.609, -1.247, -5.305)
H (4.233, 1.255, -4.668)
H (4.612, -0.340, -4.029)
H (3.433, 0.727, -2.290)
H (2.300, -0.429, -2.994)
H (-1.625, 3.489, -2.592)
H (-1.967, 1.897, -3.225)
H (-1.506, 4.414, -4.921)
H (-3.079, 3.726, -4.548)
H (-0.903, 2.257, -6.107)
H (-2.180, 3.200, -6.854)
H (-2.584, 0.701, -5.130)
H (-2.822, 0.818, -6.869)
H (-3.901, 1.696, -5.775)
H (-0.102, 5.431, -3.452)
H (2.013, 6.702, -3.298)
H (4.177, 5.542, -3.145)
H (4.288, 3.063, -3.149)
O (-2.252, 3.329, -0.039)
Se (-0.617, 3.285, 0.154)
O (-0.195, 2.963, 1.712)
O (-0.045, 2.022, -0.827)
O (0.102, 4.649, -0.402)
C (2.929, -5.612, -1.026)
Si (2.658, -4.002, -1.960)
C (1.052, -4.147, -2.913)
C (4.015, -3.853, -3.251)
As (2.497, -2.135, -0.528)
Si (4.543, -2.435, 0.598)
C (5.236, -0.784, 1.155)
C (5.963, -3.279, -0.304)
C (4.228, -3.450, 2.148)
H (2.851, -6.460, -1.712)
H (2.190, -5.746, -0.231)
H (3.917, -5.643, -0.560)
H (1.235, -4.583, -3.899)
H (0.604, -3.159, -3.060)
H (0.320, -4.770, -2.395)
H (4.179, -4.827, -3.721)
H (4.963, -3.514, -2.832)
H (3.724, -3.142, -4.028)
H (5.030, 0.015, 0.440)
H (6.320, -0.865, 1.275)
H (4.798, -0.469, 2.104)
H (6.306, -2.683, -1.153)
H (5.707, -4.270, -0.681)
H (6.798, -3.385, 0.394)
H (3.379, -3.055, 2.713)
H (5.111, -3.426, 2.793)
H (4.009, -4.494, 1.904)

Results
spin multiplicity = 2
HOMO level (alpha / beta) = -0.1373 / -0.1372 Ha
total charge = -1
LUMO energy (alpha / beta) = 2.15 / 0.81 eV
energy above the lowest of the compared OMol25 structures with the same formula, charge and spin = 45.4 kcal per mole

***

Per-record largest force on an atom, eV/A: 1.176 4.409 7.516 0.904